C21H48AlBFO10 | ωB97M-V/def2-TZVPD

Each line ends with the Mulliken charge.
Element x y z (Å)
Al 2.15 0.12 -3.12  0.071
F 4.38 1.90 -3.80  -0.375
O -8.76 2.15 -2.11  -0.343
O -9.21 4.41 0.17  -0.328
O -6.61 2.81 -0.04  -0.426
O 5.65 -2.38 5.00  -0.345
O 5.43 -3.81 2.30  -0.332
O 2.93 -1.85 -0.78  -0.563
O -1.71 -1.11 -0.21  -0.622
O 1.99 -0.96 -4.55  -0.657
O 4.82 -5.53 4.76  -0.345
O -2.07 -0.40 -2.31  -0.368
C 3.52 -6.02 4.52  -0.805
C -6.89 4.05 -0.65  -0.135
C 2.47 3.20 -3.10  -0.247
C 3.48 3.78 -2.09  -1.089
C 6.34 -4.61 3.02  -0.226
C -7.61 1.82 0.07  -0.176
C -7.91 4.95 0.03  -0.496
C -2.17 -0.30 -0.98  0.761
C 4.41 -3.09 2.96  -0.026
C 5.80 -1.92 -1.02  -1.144
C -2.96 0.91 -0.54  -0.905
C -9.66 4.19 1.48  -0.805
C 4.84 -1.98 3.90  -0.496
C 6.96 -1.88 5.03  -0.797
C 2.94 1.89 -3.79  0.165
C 0.28 0.50 -2.34  -0.565
C -0.69 -0.53 -2.83  -0.640
C 5.79 -5.81 3.77  -0.510
C -8.16 1.23 -1.22  -0.451
C 5.00 -0.82 -1.74  -0.373
C -8.12 2.33 -3.35  -0.796
B 3.42 -0.95 -1.72  0.262
H 3.32 -6.88 5.17  0.247
H 5.78 -2.87 -1.57  0.291
H -0.34 -1.55 -2.65  0.338
H 6.65 -6.27 4.28  0.365
H -7.11 3.94 -1.71  -0.003
H 7.64 -2.69 5.30  0.241
H -7.11 1.93 -3.35  0.381
H 5.41 -6.55 3.06  0.351
H 5.29 -0.80 -2.80  0.302
H 2.80 -5.24 4.76  0.241
H -7.38 0.66 -1.73  0.332
H -8.70 1.84 -4.15  0.252
H 2.25 3.96 -3.86  0.368
H -7.52 5.28 1.00  0.354
H 2.68 1.98 -4.86  0.136
H 6.85 -1.64 -0.93  0.393
H 3.69 -3.75 3.43  -0.093
H -10.40 4.96 1.76  0.250
H -5.94 4.60 -0.60  0.414
H 1.34 -0.62 -5.17  0.220
H 2.01 -1.67 -0.58  0.244
H -7.99 5.84 -0.60  0.352
H 3.92 -1.56 4.31  0.372
H -8.41 2.13 0.74  -0.069
H 4.20 3.02 -1.76  0.200
H -8.93 0.51 -0.91  0.370
H 3.38 -6.32 3.48  0.393
H -2.68 1.19 0.48  0.341
H 0.36 0.49 -1.24  0.407
H 3.88 -2.58 2.15  0.345
H 6.99 -4.01 3.66  0.045
H -0.08 1.50 -2.64  0.315
H 1.52 3.02 -2.58  -0.002
H -8.08 3.39 -3.58  0.241
H 7.05 -1.09 5.79  0.253
H 2.96 4.14 -1.20  0.360
H 7.00 -5.03 2.25  0.405
H -0.82 -0.44 -3.91  0.230
H 5.27 0.18 -1.36  0.269
H -10.15 3.22 1.53  0.242
H 5.34 -1.18 3.34  0.354
H 7.27 -1.47 4.06  0.379
H -4.04 0.70 -0.57  0.160
H -7.10 0.98 0.57  0.456
H 5.44 -2.10 0.00  0.100
H -8.84 4.21 2.21  0.387
H 4.02 4.63 -2.51  0.308
H -2.77 1.74 -1.22  0.287

Highest occupied orbital energy   -4.13 eV
Kohn-Sham gap   0.2313 hartree
Net charge   -1
LUMO   2.17 eV



C13H11ClF3NO | ωB97M-V/def2-TZVPD

Each line ends with the Mulliken charge.
Element x y z (Å)
Cl 0.84 4.71 2.00  -0.217
F -1.49 -0.88 2.68  -0.266
F -3.25 0.19 2.46  -0.290
F -3.01 -1.56 1.26  -0.241
O -2.20 1.23 -0.31  -0.566
N 1.17 -1.12 1.32  -0.429
C 2.15 2.33 1.83  -0.425
C -1.53 0.23 0.47  0.466
C -0.33 -2.17 -2.54  -0.252
C 1.01 0.27 1.40  1.403
C -0.26 2.22 1.52  -0.676
C -1.18 -0.62 -0.65  -0.736
C 0.92 3.00 1.78  -0.181
C -1.09 -1.49 -1.50  0.371
C 1.02 -1.68 -2.99  -0.549
C -0.22 0.88 1.15  -0.027
C -2.37 -0.55 1.68  0.754
C -0.17 -1.39 -3.86  -0.622
C 2.22 0.96 1.70  -1.029
H 1.41 -0.98 -2.31  0.162
H 3.19 0.46 1.71  0.268
H 1.74 -2.45 -3.15  0.256
H 2.05 -1.47 1.58  0.195
H -1.24 2.62 1.45  0.531
H 0.27 -1.68 1.38  0.205
H -0.15 -1.88 -4.85  0.266
H -0.55 -0.38 -3.85  0.233
H -0.47 -3.20 -2.54  0.511
H -1.44 1.47 -0.92  0.428
H 2.96 2.94 2.11  0.459

Highest occupied orbital energy   -7.93 eV
Kohn-Sham gap   0.3101 hartree
LUMO   0.51 eV
Relative energy (zero: lowest compared OMol25 entry of this formula, charge and spin)   179.6 kJ/mol



C6H15ClN3 | ωB97M-V/def2-TZVPD

Each line ends with the Mulliken charge.
Element x y z (Å)
Cl -2.90 -0.98 0.05  -0.134
N 0.52 0.23 -0.40  -0.773
N 0.55 -2.59 1.09  -0.284
N -0.40 0.07 -1.45  -0.034
C -0.86 -1.33 -1.75  -0.695
C 1.20 1.25 1.61  -1.054
C 0.28 1.36 0.38  0.520
C 0.65 2.65 -0.40  -1.554
C -0.35 -1.68 0.78  -0.170
C -1.37 -1.85 -0.34  -0.110
H 1.21 0.25 2.06  0.176
H -0.52 -0.72 1.44  0.392
H 2.20 1.50 1.44  0.375
H 0.76 3.52 0.24  0.443
H 1.70 2.58 -0.87  0.344
H 1.18 -2.38 1.88  0.268
H 0.07 -1.91 -2.06  0.303
H -0.27 2.94 -0.92  0.415
H -1.72 -2.82 -0.31  0.526
H 0.19 0.50 -2.22  0.422
H 0.82 1.87 2.51  0.315
H 0.72 -3.49 0.61  0.262
H -0.81 1.55 0.77  0.172
H -1.61 -1.30 -2.58  0.396
H -1.24 0.78 -1.54  0.477

Highest occupied orbital energy (spin up / spin down)   -11.64 / -11.64 eV
Kohn-Sham gap (spin up / spin down)   0.2964 / 0.2965 hartree
Net charge   +1
LUMO (spin up / spin down)   -3.58 / -3.57 eV
Relative energy (zero: lowest compared OMol25 entry of this formula, charge and spin)   286.0 kJ/mol



C19H44BrCrNOP | ωB97M-V/def2-TZVPD

Each line ends with the Mulliken charge.
Element x y z (Å)
Br -1.12 1.05 -2.85  -0.017
Cr -1.96 1.48 -5.20  1.018
P -0.03 -0.96 0.93  0.742
O 1.91 5.78 -3.45  -0.345
N 2.09 3.68 -2.45  0.020
C -0.68 -1.63 3.59  -0.300
C -1.62 -0.07 0.76  -0.971
C 3.51 -0.57 -1.30  0.456
C 0.46 -1.12 2.68  -1.124
C 2.42 -1.29 -0.51  -0.786
C -1.50 -4.06 -3.18  -1.347
C -0.84 0.21 5.42  -0.864
C -3.93 1.01 2.60  -0.920
C -0.96 -2.60 -1.24  -0.560
C -0.50 -2.60 0.24  -1.506
C -1.67 1.32 1.43  -0.147
C 1.34 -0.28 -0.09  -0.162
C -0.03 5.16 -2.19  -0.970
C -3.09 1.84 1.63  -0.716
C -1.19 -4.04 -1.69  -0.323
C 2.13 2.76 -3.63  -0.477
C -0.48 -1.23 5.08  -0.862
C 1.35 4.99 -2.79  0.502
C 4.49 -1.53 -1.98  -1.485
H 0.37 -3.26 0.32  0.663
H -1.92 -2.10 -1.33  0.303
H -0.27 -4.60 -1.53  0.362
H -1.86 -0.02 -0.31  0.461
H 4.99 -2.15 -1.24  0.373
H 1.19 2.60 -4.14  0.105
H 0.88 -0.17 3.00  0.498
H -0.26 6.22 -2.27  0.346
H -1.11 2.06 0.86  0.162
H 2.86 -1.78 0.37  0.411
H 1.27 -1.86 2.70  0.739
H -1.68 0.67 4.88  0.057
H -2.44 -3.57 -3.45  0.310
H -2.06 -4.44 -1.16  0.324
H -0.95 -1.97 5.72  0.448
H 1.68 3.19 -1.64  0.228
H 2.88 3.13 -4.34  0.434
H -1.30 -2.98 0.87  0.706
H 3.97 -2.19 -2.68  0.341
H -0.78 4.59 -2.74  0.243
H -1.13 0.30 6.47  0.366
H -3.69 1.97 0.72  0.301
H -0.01 0.89 5.23  0.319
H 3.11 0.12 -2.06  -0.524
H 2.48 1.77 -3.35  0.103
H 3.05 3.89 -2.13  0.403
H -0.63 -2.72 3.60  0.410
H 4.11 0.09 -0.67  0.386
H -3.03 2.84 2.07  0.384
H -2.40 -0.68 1.22  0.424
H 0.60 -1.30 5.22  0.330
H -4.24 0.01 2.32  0.297
H -0.21 -2.08 -1.84  0.327
H -1.22 1.19 2.42  0.153
H 1.96 -2.14 -1.03  0.294
H -0.68 -3.65 -3.77  0.305
H -3.37 0.96 3.54  0.065
H 5.17 -0.99 -2.64  0.419
H -1.61 -5.06 -3.61  0.411
H 0.86 0.19 -0.95  -0.307
H -0.03 4.91 -1.13  0.383
H 1.82 0.49 0.52  0.735
H -4.82 1.58 2.85  0.403
H -1.66 -1.23 3.32  0.241

2S+1   5
Highest occupied orbital energy (spin up / spin down)   -17.53 / -17.53 eV
Kohn-Sham gap (spin up / spin down)   0.1403 / 0.2008 hartree
Net charge   +3
LUMO (spin up / spin down)   -13.71 / -12.06 eV
Relative energy (zero: lowest compared OMol25 entry of this formula, charge and spin)   0.0 kJ/mol



C2H8O3 | ωB97M-V/def2-TZVPD

Each line ends with the Mulliken charge.
Element x y z (Å)
O 0.38 -0.73 -0.97  -0.325
O 0.40 -2.94 2.59  -0.643
O -0.35 1.25 2.12  -0.693
C 0.16 0.02 -1.91  -0.647
C -0.27 1.44 -1.84  -0.929
H 0.29 -3.81 2.26  0.297
H -0.93 1.71 -2.67  0.341
H 0.00 0.89 2.97  0.297
H -0.89 1.87 -0.94  0.184
H -0.01 0.74 1.39  0.350
H 0.28 -2.35 1.86  0.348
H 0.56 2.19 -1.88  0.214
H 0.38 -0.27 -2.97  0.204

2S+1   2
Highest occupied orbital energy (spin up / spin down)   0.80 / -3.46 eV
Kohn-Sham gap (spin up / spin down)   0.1069 / 0.2605 hartree
Net charge   -1
LUMO (spin up / spin down)   3.71 / 3.63 eV
Relative energy (zero: lowest compared OMol25 entry of this formula, charge and spin)   73.1 kJ/mol



C17H15ClN2O3S | ωB97M-V/def2-TZVPD

Each line ends with the Mulliken charge.
Element x y z (Å)
Cl 2.21 -2.83 4.03  -0.296
S 1.13 -3.61 -2.23  -0.494
O 1.77 3.18 -1.86  -0.664
O -0.68 2.62 -2.35  -0.198
O -0.57 -0.53 0.19  0.126
N -0.04 -1.49 -2.81  -0.415
N 1.99 -1.27 -1.57  -0.007
C -0.62 4.02 -2.38  -0.912
C -1.09 -1.15 2.48  0.736
C -1.45 -1.45 4.74  -0.274
C -2.72 0.18 0.78  -1.330
C 3.46 0.62 -1.30  -1.604
C -1.30 -0.13 -1.03  -0.149
C 1.19 -2.17 -2.26  -0.045
C -1.46 -0.41 1.15  0.437
C 1.97 0.04 -1.73  0.504
C -1.80 -0.84 3.52  -0.282
C 0.49 -2.03 3.79  0.224
C -0.12 -1.87 4.86  -0.308
C 0.81 0.66 -2.08  -0.449
C -0.29 -0.11 -2.24  0.675
C -2.38 0.45 -0.70  -0.292
C 0.79 2.30 -2.07  0.386
C 0.30 -1.50 2.61  -0.899
H 3.17 1.48 -0.52  0.276
H 3.91 1.44 -2.06  0.252
H -3.52 0.14 1.20  0.674
H 0.92 -1.48 1.76  0.626
H 2.82 -1.71 -1.32  0.250
H -3.03 -0.76 3.27  0.057
H -1.41 4.26 -1.60  0.204
H 0.25 4.47 -2.21  0.500
H -0.94 0.36 -3.02  0.474
H -0.11 -2.19 5.98  0.257
H -0.98 -1.95 -2.94  0.402
H -1.10 4.06 -3.32  0.281
H -3.27 0.73 -1.43  0.299
H -2.24 -1.41 5.67  0.245
H 3.91 -0.08 -0.98  0.731

Highest occupied orbital energy   -8.40 eV
Kohn-Sham gap   0.3068 hartree
LUMO   -0.05 eV
Relative energy (zero: lowest compared OMol25 entry of this formula, charge and spin)   1305.9 kJ/mol